{"formula": "C3H8S", "method": "ωB97M-V with the def2-TZVPD basis set", "elements": ["C", "C", "C", "S", "H", "H", "H", "H", "H", "H", "H", "H"], "xyz": [[2.3536, 0.2120, 0.0320], [-0.3771, -0.6762, 0.4686], [-1.0716, 0.5402, -0.0606], [-2.8971, -0.1392, -0.0330], [2.3643, -0.8949, -0.0018], [2.5529, 0.7842, -0.8050], [2.6761, 0.6253, 1.0116], [0.3404, -0.6940, 1.2779], [-0.5167, -1.5256, -0.1116], [-1.0685, 1.2794, 0.6734], [-1.0964, 0.6358, -1.1541], [-3.2598, -0.1471, -1.2975]], "nbo_charge": [-0.491, -0.308, -0.515, -0.113, 0.168, 0.160, 0.161, 0.185, 0.168, 0.228, 0.244, 0.112], "de_lowest_kj_mol": 89.42, "lumo_energy_ev": [1.009, -0.653], "multiplicity": 3, "homo_ev": [-7.46, -9.07], "total_energy_ha": -517.090729}